[1]
The following is a DFT calculation (the ωB97M-V functional and the def2-TZVPD basis) of a structure of composition C54H57IN6OPdSe.

XYZ file:
```
121
Properties=species:S:1:pos:R:3:mulliken_spin:R:1
Pd -0.79550 -0.91716 -0.50738 0.7890
C 2.74833 -2.85284 2.31021 0.0039
C 2.93290 -1.61767 1.42049 0.0153
C 4.06236 -0.74300 1.97952 0.0132
C 3.19087 -2.02416 -0.01423 0.0177
C 4.20430 -2.94035 -0.28723 -0.0057
C 4.46102 -3.37049 -1.57656 0.0170
C 3.70623 -2.86432 -2.62584 -0.0089
C 2.70144 -1.92712 -2.40423 0.0303
C 1.91766 -1.33390 -3.56249 -0.0147
C 2.67340 -1.38306 -4.89359 -0.0004
C 0.55785 -2.01578 -3.73317 0.0094
C 2.42229 -1.50873 -1.08090 -0.1052
N 1.37699 -0.59738 -0.86339 0.3424
C 1.64965 0.71575 -0.76757 0.2598
C 0.54996 1.67505 -0.66240 0.3434
N -0.72132 1.25618 -0.80322 0.2964
C -1.74200 2.20740 -0.96236 -0.1001
C -2.70877 2.40454 0.04668 0.0156
C -3.71280 3.34748 -0.14634 -0.0128
C -3.78762 4.09216 -1.31353 0.0178
C -2.83502 3.89816 -2.30135 -0.0070
C -1.80595 2.97437 -2.14770 0.0323
C -0.76011 2.84040 -3.24662 0.0289
C -0.10245 4.18498 -3.57625 0.0130
C -1.35807 2.23736 -4.52457 0.0010
C -2.59974 1.67788 1.37305 0.0092
C -3.89201 0.94534 1.74631 0.0005
C -2.18118 2.65509 2.47818 0.0015
C 1.11056 2.98593 -0.48181 -0.0451
C 0.60893 4.28344 -0.21931 0.2178
C 1.52049 5.32978 -0.09033 -0.1154
C 2.90425 5.15668 -0.21672 0.2923
C 3.44688 3.86356 -0.46715 -0.1149
C 4.81821 3.51140 -0.61893 0.3047
C 5.18289 2.18376 -0.87532 -0.1023
C 4.25734 1.14545 -0.96325 0.1843
C 2.88631 1.45196 -0.78336 0.0331
C 2.52250 2.81536 -0.57493 0.1214
H 2.49780 -2.54341 3.32924 0.0000
H 3.66805 -3.44733 2.35706 -0.0002
H 1.93846 -3.48963 1.94693 -0.0013
H 2.01027 -1.04257 1.43736 -0.0007
H 5.02537 -1.25987 1.89945 -0.0026
H 3.88293 -0.52833 3.03904 0.0038
H 4.13896 0.20391 1.44337 -0.0092
H 4.81025 -3.32475 0.52832 -0.0007
H 5.25710 -4.08232 -1.77008 0.0012
H 3.92034 -3.19729 -3.63511 -0.0003
H 1.73912 -0.28589 -3.31492 0.0232
H 2.72280 -2.40477 -5.28489 0.0004
H 3.69235 -1.00204 -4.79245 0.0007
H 2.14907 -0.77290 -5.63391 0.0000
H 0.69054 -3.08522 -3.93961 -0.0008
H 0.01240 -1.57000 -4.57228 -0.0019
H -0.04480 -1.90343 -2.83417 -0.0077
H -4.44198 3.51837 0.64158 0.0002
H -4.57103 4.83016 -1.44527 0.0020
H -2.88688 4.49109 -3.20975 -0.0002
H 0.02155 2.17405 -2.89236 -0.0033
H -0.81289 4.86401 -4.06009 -0.0028
H 0.73746 4.03366 -4.25973 0.0003
H 0.27555 4.66228 -2.67200 -0.0030
H -2.23361 2.80645 -4.85297 0.0006
H -1.66395 1.20131 -4.36999 0.0020
H -0.61782 2.25265 -5.33024 -0.0009
H -1.82054 0.93259 1.27051 -0.0030
H -4.74029 1.63503 1.81659 0.0003
H -3.77390 0.44968 2.71595 0.0003
H -4.11933 0.18241 0.99965 0.0005
H -2.93035 3.44438 2.60308 0.0009
H -1.22736 3.13179 2.23430 0.0029
H -2.08313 2.13234 3.43815 0.0005
H -0.45314 4.48201 -0.11853 0.0696
H 1.13323 6.32465 0.11235 -0.0001
H 3.57038 6.00809 -0.11397 0.0191
H 5.58163 4.28048 -0.54244 0.0175
H 6.23500 1.94515 -1.00469 -0.0024
H 4.59970 0.13642 -1.16409 0.0743
C -1.93358 -2.48047 5.51940 -0.0003
N -1.19133 -1.25432 5.33510 -0.0004
C -0.73278 -0.78700 4.13172 0.0002
Se -0.86658 -1.52966 2.47870 -0.0111
N -0.08869 0.37561 4.41073 -0.0022
C -0.11714 0.66010 5.76751 0.0003
C 0.38770 1.70571 6.51473 -0.0001
C 0.17599 1.66276 7.88785 0.0000
C -0.52068 0.61208 8.48188 0.0000
C -1.03578 -0.43397 7.72366 -0.0001
C -0.82025 -0.38864 6.35919 0.0001
H -2.08674 -2.92458 4.53960 0.0002
H -2.89965 -2.27288 5.98165 0.0000
H -1.37264 -3.17490 6.14704 0.0000
H 0.32621 0.93325 3.67927 0.0023
H 0.92382 2.52368 6.04910 0.0000
H 0.56211 2.46298 8.50611 0.0000
H -0.66638 0.60651 9.55482 0.0000
H -1.58401 -1.24772 8.18186 0.0000
O -3.12710 -1.07237 -0.65178 0.0014
N -3.44131 -1.45617 -1.84359 -0.0014
C -3.00336 -0.73808 -2.89623 -0.0552
C -3.32495 -1.10770 -4.18154 -0.0110
C -4.09499 -2.23739 -4.41255 0.0183
C -4.53296 -2.95854 -3.31731 -0.0077
C -4.20311 -2.54817 -2.04177 0.0139
H -2.38415 0.10279 -2.61744 0.0584
H -2.96643 -0.50209 -5.00281 0.0000
H -4.34013 -2.54481 -5.41992 0.0022
H -5.14228 -3.84470 -3.43626 -0.0003
H -4.52935 -3.04980 -1.14354 0.0006
I -4.07701 -5.86631 0.61601 0.0021
C -2.23088 -5.11460 -0.04376 0.0002
C -1.27672 -5.96095 -0.57124 -0.0009
C -0.06234 -5.39486 -0.91386 0.0023
C 0.12525 -4.02921 -0.75199 -0.0093
N -0.81812 -3.21597 -0.28413 0.0258
C -1.97685 -3.76076 0.09339 0.0080
H -1.46758 -7.01700 -0.71053 -0.0001
H 0.74134 -6.00704 -1.30231 0.0005
H 1.07677 -3.56933 -0.99630 0.0059
H -2.70376 -3.08220 0.51782 -0.0010
```

Values from the calculation:
max |F| = 0.528 eV/Å
lowest unoccupied orbital energy (spin up / spin down) = 0.058 / 0.058 Ha
spin multiplicity = 4
energy above the lowest of the compared OMol25 structures with the same formula, charge and spin = 0.0 kcal per mole
highest occupied orbital energy (spin up / spin down) = -1.295 / -3.558 eV
HOMO-LUMO gap (spin up / spin down) = 2.875 / 5.138 eV
charge = -1
E = -144839.2290 eV

***

[2]
The following is a DFT calculation (the ωB97M-V functional and the def2-TZVPD basis) of a structure of composition C13H17IN6O2OsS.

XYZ file:
```
41
Properties=species:S:1:pos:R:3:nbo_charge:R:1
Os -0.37869 -0.10467 0.05562 1.3257
N 1.69414 0.79598 3.81696 -0.8156
C 0.86852 0.70304 2.71832 0.2673
S 1.44511 -0.43390 1.47278 -0.0656
N -0.16731 1.43944 2.62321 -0.3818
N -0.91535 1.29930 1.42333 -0.2963
C -0.29585 1.96594 0.37223 -0.1927
C -1.10621 2.22201 -0.83918 0.2425
C -1.19798 3.41374 -1.53955 -0.2414
C -1.86817 3.37728 -2.74825 -0.1229
C -2.37858 2.16770 -3.22780 -0.2632
C -2.19246 1.01789 -2.48893 0.0815
N -1.58001 1.05753 -1.30418 -0.4654
H 2.20173 -0.04548 4.03543 0.3877
H 1.27156 1.25607 4.60820 0.3936
H 0.57152 2.58682 0.56910 0.2296
H -0.75856 4.31811 -1.14428 0.2393
H -1.99203 4.27920 -3.33379 0.2268
H -2.89581 2.12267 -4.17496 0.2337
H -2.52331 0.04377 -2.82767 0.2222
O -1.31319 -1.14441 1.06439 -0.5151
I -2.84171 -4.94346 -3.53011 0.1932
C -1.64283 -3.45693 -2.77895 -0.3153
C -0.46344 -2.97823 -3.32198 -0.0505
N -0.03428 -2.01152 -2.50391 -0.3110
N -0.85373 -1.83724 -1.46853 -0.3062
C -1.83596 -2.71404 -1.60706 -0.0411
H 0.07552 -3.25855 -4.21047 0.2341
H 0.76974 -1.37247 -2.49225 0.4692
H -2.61574 -2.78077 -0.86602 0.2444
C 1.57272 1.01063 -3.52700 -0.6299
C 1.70815 1.13863 -2.01114 0.1224
C 3.17102 1.20549 -1.59207 -0.6273
O 1.07723 0.05851 -1.38705 -0.8508
H 1.99796 1.87667 -4.03858 0.2125
H 0.52212 0.92539 -3.81566 0.2014
H 2.10752 0.12460 -3.88327 0.1960
H 1.23327 2.08759 -1.72599 0.1394
H 3.69684 0.31030 -1.93238 0.2020
H 3.24643 1.24779 -0.50551 0.2276
H 3.66771 2.08107 -2.01685 0.1998
```

Values from the calculation:
max |F| = 0.851 eV/Å
lowest unoccupied orbital energy = -0.025 Ha
energy above the lowest of the compared OMol25 structures with the same formula, charge and spin = 0.0 kcal per mole
highest occupied orbital energy = -7.309 eV
HOMO-LUMO gap = 6.637 eV
E = -48192.9582 eV

***

[3]
The following is a DFT calculation (the ωB97M-V functional and the def2-TZVPD basis) of the ion C3H5O6S with charge -1.

XYZ file:
```
15
Properties=species:S:1:pos:R:3:nbo_charge:R:1
C -0.11545 1.58899 -0.02957 0.5919
C 1.12125 1.67868 -0.84013 -0.7276
C -0.39041 0.07582 0.37642 0.6419
O 0.68119 -2.68565 0.23544 -1.0373
O -0.85476 2.48379 0.12362 -0.5253
O -1.72316 -2.66072 0.38141 -1.0227
O 0.55185 -0.20606 1.34416 -0.7670
O -1.65175 -0.10298 0.93171 -0.7478
O -0.27033 -0.73080 -0.84751 -0.7760
S -0.54219 -2.45462 -0.56041 1.6818
H 1.85335 1.68640 -0.12521 0.2344
H 1.43724 0.95961 -1.47354 0.2417
H 1.12975 2.58263 -1.37529 0.2041
H 0.67108 -1.21011 1.15646 0.5090
H -1.89766 -1.00498 0.70243 0.4987
```

Values from the calculation:
max |F| = 4.714 eV/Å
lowest unoccupied orbital energy = 0.133 Ha
energy above the lowest of the compared OMol25 structures with the same formula, charge and spin = 13.2 kcal per mole
highest occupied orbital energy = -5.173 eV
HOMO-LUMO gap = 8.804 eV
charge = -1
E = -26313.4122 eV

***

[4]
The following is a DFT calculation (the ωB97M-V functional and the def2-TZVPD basis) of a structure of composition C9H17Cl2IrNOSSi.

XYZ file:
```
33
Properties=species:S:1:pos:R:3:nbo_charge:R:1
Ir 0.29244 -1.00131 -0.25033 0.9355
S -2.63740 0.39170 2.96639 0.1638
C -1.78994 -0.26697 1.83648 0.1584
N -1.13697 -0.81391 0.98690 -0.6809
C 2.01973 1.95166 -5.00351 -1.1070
Si 3.10595 1.40145 -3.59721 1.5783
C 3.93029 2.83436 -2.74268 -1.1078
C 4.31270 0.07782 -4.10149 -1.1013
C 1.98659 0.58981 -2.33020 -0.3446
C 1.29467 0.00935 -1.50168 -0.3077
H 2.60204 2.52584 -5.72746 0.2529
H 1.20703 2.58998 -4.65301 0.2453
H 1.58615 1.09681 -5.52436 0.2490
H 4.56006 3.37581 -3.45192 0.2547
H 4.56639 2.49670 -1.92287 0.2447
H 3.19893 3.53916 -2.34387 0.2465
H 4.98478 0.46651 -4.86990 0.2534
H 3.79978 -0.79139 -4.51482 0.2497
H 4.92244 -0.24987 -3.25856 0.2481
C 2.09030 1.58893 1.16838 -0.6486
C 2.05255 0.38182 2.05814 -0.0569
O 1.67601 -0.82705 1.28832 -0.6938
H 2.39522 2.44554 1.77012 0.2490
H 1.10636 1.80715 0.75252 0.2220
H 2.79944 1.46251 0.35345 0.2355
H 1.32295 0.49313 2.86006 0.1944
H 3.03043 0.15506 2.47890 0.2069
H 1.54834 -1.55018 1.91657 0.5191
Cl -1.25328 -1.40120 -1.94650 0.1654
C -2.51284 -0.08082 -1.96064 -0.3816
Cl -1.86684 1.42903 -2.52053 0.0616
H -2.86342 -0.00046 -0.93884 0.2429
H -3.27272 -0.46010 -2.63471 0.2530
```

Values from the calculation:
max |F| = 0.428 eV/Å
lowest unoccupied orbital energy (spin up / spin down) = -0.222 / -0.222 Ha
highest occupied orbital energy (spin up / spin down) = -12.345 / -12.344 eV
HOMO-LUMO gap (spin up / spin down) = 6.308 / 6.309 eV
charge = +1
E = -59733.9418 eV